Record 1
DFT (ωB97M-V/def2-TZVPD) results for one molecule with the formula HIN2.

XYZ file:
```
4
Properties=species:S:1:pos:R:3:forces:R:3
N -0.650848 0.368719 0.008537 0.4 0.3 -0.3
N -1.565825 -0.470072 -0.007429 -0.3 -0.2 -0.2
I -3.567621 0.028462 0.002133 0.2 0.0 0.2
H 0.333763 0.122462 0.113741 -0.3 0.0 0.3
```
Positions in Å, forces in eV/Å.

The calculated total energy comes out at -407.65683 hartree. The value obtained for the LUMO energy (alpha / beta) is -0.38 / -1.86 eV. The charge is 0. Its multiplicity is 3. As for the gap between HOMO and LUMO (alpha / beta): 6.95 / 8.07 eV.

Table of Löwdin atomic charges, one value per atom, all in e:
1. N -0.11
2. N -0.61
3. I 0.65
4. H 0.07

=====

Record 2
DFT (ωB97M-V/def2-TZVPD) results for a 2-piece molecular cluster, CO4P overall at a distorted geometry.

XYZ file:
```
6
Properties=species:S:1:pos:R:3:forces:R:3
C -0.849474 -0.221152 -1.218723 0.0 0.9 0.6
O 0.728943 0.005811 2.499731 -0.5 -0.5 3.0
O -0.303481 -0.308661 -2.226032 0.5 -0.7 -1.5
O 1.219940 -0.192328 0.046269 -0.3 0.6 -1.0
O -1.499347 0.014721 -0.291935 -1.0 -0.6 0.3
P 0.703419 0.701609 1.190690 1.3 0.2 -1.3
```
Positions in Å, forces in eV/Å.

The calculated total energy comes out at -680.44460 hartree. The calculation puts the energy relative to the best compared isomer or geometry (same formula, charge and spin) at 0.262 eV. The value obtained for the LUMO energy (alpha / beta) is 3.75 / 2.69 eV. The charge is -1. Its multiplicity is 3. As for the gap between HOMO and LUMO (alpha / beta): 4.20 / 7.67 eV.

Table of Löwdin atomic charges, one value per atom, all in e:
1. C -0.54
2. O -0.57
3. O 0.16
4. O -0.56
5. O 0.09
6. P 0.41

=====

Record 3
DFT (ωB97M-V/def2-TZVPD) results for one molecule with the formula C3H7N3O.

XYZ file:
```
14
Properties=species:S:1:pos:R:3:forces:R:3
C 1.542484 1.002643 -0.987235 -0.1 -0.2 -0.1
N 0.626011 0.127350 -1.029136 0.3 0.3 0.2
C 0.286854 -0.404085 0.291373 0.0 0.1 0.2
N 0.549516 -1.794273 0.520615 0.0 0.0 0.1
C -1.185591 -0.063144 0.593734 -0.1 0.0 0.2
N -1.691592 1.001754 -0.085633 -0.1 -0.1 0.0
O -1.784965 -0.655214 1.473672 0.1 0.1 -0.3
H 2.141455 1.176784 -0.085944 -0.2 0.2 0.0
H 1.754197 1.637680 -1.843947 0.1 -0.3 -0.2
H 0.839253 0.198174 1.035352 0.0 0.0 0.1
H -0.235302 -2.282858 0.927804 0.0 0.0 -0.2
H 1.043631 -2.302932 -0.192354 -0.2 0.2 -0.2
H -1.297711 1.256857 -0.978802 0.0 -0.1 0.2
H -2.648058 1.258791 0.106372 0.1 -0.1 0.0
```
Positions in Å, forces in eV/Å.

The calculated total energy comes out at -358.00893 hartree. The calculation puts the energy relative to the best compared isomer or geometry (same formula, charge and spin) at 1.114 eV. The value obtained for the LUMO energy is 0.84 eV. The charge is 0. The structure (SMILES) is C=N[C@H](N)C(N)=O. Its multiplicity is 1. As for the gap between HOMO and LUMO: 9.89 eV.

Here are the Löwdin charges for atoms 1 to 6, given in e:
1. C -0.03
2. N 0.00
3. C -0.40
4. N 0.07
5. C -0.49
6. N 0.17

=====

Record 4
DFT (ωB97M-V/def2-TZVPD) results for C16H15BN9OsS2 as an isolated structure.

XYZ file:
```
44
Properties=species:S:1:pos:R:3:forces:R:3
Os 1.235961 0.371751 -0.280389 -0.1 0.4 -0.1
C -2.473961 -1.615073 -0.075912 0.0 0.0 0.0
C -1.388546 -1.145345 -0.807406 0.0 0.0 0.0
N -0.536569 -0.526167 0.010724 0.0 -0.1 0.0
N -1.051816 -0.566918 1.258484 0.0 0.0 -0.1
C -2.218484 -1.222313 1.224460 0.0 0.0 0.0
B -0.356400 0.169694 2.428291 0.1 0.1 0.0
N 1.066787 -0.389601 2.591028 0.0 0.0 0.0
C 1.701370 -0.887421 3.659537 0.0 0.0 0.0
C 3.000990 -1.187292 3.302268 0.0 0.0 0.0
C 3.084156 -0.842632 1.958081 0.0 0.0 0.0
N 1.911421 -0.358953 1.541169 0.0 -0.1 0.0
N -0.200933 1.655448 2.005666 0.0 0.0 0.0
C -0.614849 2.790761 2.578175 0.0 0.0 0.0
C -0.167665 3.859184 1.820918 0.0 0.0 0.0
C 0.532790 3.275479 0.771099 0.0 0.0 0.0
N 0.505285 1.946340 0.892537 0.0 0.0 0.0
H -3.318693 -2.170830 -0.441469 0.0 0.0 0.0
H -1.168179 -1.235642 -1.858755 0.0 0.0 0.0
H -2.786929 -1.361306 2.128296 0.0 0.0 0.0
H -0.991830 0.066118 3.430817 0.0 0.0 0.0
H 1.185340 -0.994669 4.598354 0.0 0.0 0.0
H 3.770324 -1.613055 3.920248 0.0 0.0 0.0
H 3.914690 -0.929425 1.275914 0.0 0.0 0.0
H -1.185424 2.764670 3.491279 0.0 0.0 0.0
H -0.320844 4.906217 2.010001 0.0 0.0 0.0
H 1.050967 3.737504 -0.053496 0.0 0.0 0.0
S 1.297731 -2.124356 -3.250758 0.1 0.3 -0.1
C 1.229887 -2.670286 -1.659186 -0.2 -0.6 0.4
S 2.225300 -1.283719 -1.380479 0.2 0.0 -0.3
C 0.637714 -3.607130 -0.908257 0.0 0.1 -0.1
C 0.771635 -3.580756 0.516711 0.0 0.0 0.0
N 0.853041 -3.521972 1.661257 0.0 0.0 0.0
C -0.244157 -4.555820 -1.517482 0.0 -0.1 0.1
N -0.961923 -5.312299 -1.998870 0.0 0.1 -0.1
C -2.075456 1.926181 -4.197125 0.0 0.0 0.0
C -0.601394 2.329382 -4.086258 0.0 0.0 0.0
C 0.028478 1.741453 -2.907837 0.0 0.0 0.0
N 0.496266 1.258844 -1.980333 0.0 0.0 0.1
H -2.500206 2.373855 -5.092701 0.0 0.0 0.0
H -2.641513 2.274342 -3.335229 0.0 0.0 0.0
H -2.179142 0.845067 -4.272170 0.0 0.0 0.0
H -0.485142 3.412058 -4.015754 0.0 0.0 0.0
H -0.030078 1.998633 -4.955449 0.0 0.0 0.0
```
Positions in Å, forces in eV/Å.

The calculated total energy comes out at -2023.24263 hartree. The calculation puts the energy relative to the best compared isomer or geometry (same formula, charge and spin) at 0.000 eV. The value obtained for the LUMO energy (alpha / beta) is -4.62 / -4.62 eV. The charge is +1. Its multiplicity is 1. As for the gap between HOMO and LUMO (alpha / beta): 6.97 / 6.97 eV.

Here are the Löwdin charges for atoms 1 to 6, given in e:
1. Os 1.04
2. C -0.02
3. C -0.13
4. N -0.13
5. N 0.00
6. C -0.03

=====

What is the formula in the first record?
HIN2